No. 1
2 unconnected molecules or ions with the total composition C5H14OS2 in a non-equilibrium geometry. Source: the Open Molecules 2025 dataset; level of theory: wB97M-V/def2-TZVPD.

Values from the calculation:
Net charge = 0
HOMO = -8.47 eV
HOMO-LUMO gap = 9.1 eV
Lowest unoccupied orbital energy = 0.6 eV
2S+1 = 1
SMILES = CSCCCSC.O
ΔE to the lowest compared entry with this formula, charge and spin = 29.7 kcal per mole
Total energy = -29129.1087 eV

Each line ends with the natural charge from an NBO analysis.
Geometry (Å):
S1 -1.15 0.81 -1.22  0.19
S2 -0.30 -3.41 -4.63  0.19
C1 0.00 0.00 0.00  -0.74
C2 1.36 -3.66 -3.95  -0.76
C3 -0.52 0.37 -2.82  -0.55
C4 -0.47 -1.56 -4.47  -0.51
C5 -0.55 -1.17 -3.01  -0.43
H1 -0.37 0.22 1.01  0.23
H2 1.03 0.38 -0.09  0.21
H3 0.02 -1.09 -0.13  0.21
H4 2.07 -2.99 -4.47  0.23
H5 1.72 -4.70 -4.05  0.21
H6 1.36 -3.39 -2.88  0.21
H7 -1.27 0.83 -3.49  0.23
H8 0.46 0.84 -3.05  0.21
H9 -1.31 -1.14 -5.06  0.23
H10 0.44 -0.99 -4.75  0.20
H11 0.26 -1.67 -2.45  0.20
H12 -1.52 -1.53 -2.59  0.22
O1 0.75 -6.48 -3.84  -0.92
H13 0.94 -5.67 -3.33  0.47
H14 1.57 -6.66 -4.35  0.46

=====

No. 2
2 unconnected molecules or ions with the total composition C5H14OS2 in a non-equilibrium geometry. Source: the Open Molecules 2025 dataset; level of theory: wB97M-V/def2-TZVPD.

Values from the calculation:
Net charge = 0
HOMO = -8.33 eV
HOMO-LUMO gap = 8.9 eV
Lowest unoccupied orbital energy = 0.5 eV
2S+1 = 1
SMILES = CCCSCSC.O
ΔE to the lowest compared entry with this formula, charge and spin = 21.7 kcal per mole
Total energy = -29129.4552 eV

Each line ends with the natural charge from an NBO analysis.
Geometry (Å):
S1 1.71 -0.78 -1.72  0.21
S2 0.09 0.59 0.55  0.19
C1 3.35 -0.45 -0.97  -0.74
C2 0.65 -0.98 -0.29  -0.70
C3 -3.94 0.10 -0.69  -0.61
C4 -1.49 0.76 -0.37  -0.54
C5 -2.67 0.05 0.23  -0.41
H1 4.05 -0.26 -1.80  0.23
H2 3.74 -1.29 -0.37  0.21
H3 3.32 0.45 -0.33  0.22
H4 1.23 -1.42 0.55  0.24
H5 -0.21 -1.64 -0.49  0.24
H6 -3.74 -0.32 -1.69  0.20
H7 -4.13 1.18 -0.78  0.20
H8 -4.84 -0.38 -0.28  0.22
H9 -1.41 0.25 -1.34  0.21
H10 -1.80 1.81 -0.56  0.22
H11 -2.96 0.44 1.22  0.20
H12 -2.56 -1.05 0.32  0.19
O1 3.47 1.09 2.95  -0.94
H13 4.10 1.27 2.22  0.47
H14 4.00 0.59 3.62  0.47

=====

No. 3
2 unconnected molecules or ions with the total composition C5H14OS2 in a non-equilibrium geometry. Source: the Open Molecules 2025 dataset; level of theory: wB97M-V/def2-TZVPD.

Values from the calculation:
Net charge = 0
HOMO = -5.25 eV
HOMO-LUMO gap = 4.5 eV
Lowest unoccupied orbital energy = -0.8 eV
2S+1 = 1
ΔE to the lowest compared entry with this formula, charge and spin = 133.3 kcal per mole
Total energy = -29124.6127 eV

Each line ends with the natural charge from an NBO analysis.
Geometry (Å):
C1 -2.66 -0.01 0.10  -0.62
C2 -1.69 0.82 -0.77  -0.52
S1 -0.65 -0.15 -1.93  0.25
C3 -0.68 -1.90 -1.42  -0.70
S2 0.27 -2.28 0.11  0.56
C4 1.38 -0.87 0.50  -0.71
H1 -3.25 0.69 0.70  0.24
H2 -2.12 -0.65 0.80  0.19
H3 -3.38 -0.59 -0.49  0.21
H4 -2.23 1.56 -1.37  0.24
H5 -1.01 1.36 -0.10  0.25
H6 -0.22 -2.47 -2.23  0.27
H7 -1.70 -2.29 -1.31  0.26
H8 -0.66 -2.32 1.12  0.17
H9 0.76 0.04 0.55  0.29
H10 1.91 -1.06 1.43  0.29
H11 2.08 -0.78 -0.34  0.27
C5 2.75 2.18 0.96  -0.20
O1 1.83 1.98 1.92  -0.97
H12 3.12 3.22 0.80  0.10
H13 3.72 1.62 1.07  0.07
H14 2.45 1.89 -0.09  0.04

=====

No. 4
2 unconnected molecules or ions with the total composition C5H14OS2Si in a non-equilibrium geometry. Source: the Open Molecules 2025 dataset; level of theory: wB97M-V/def2-TZVPD.

Values from the calculation:
Net charge = 0
HOMO (alpha / beta) = -6.34 / -6.34 eV
HOMO-LUMO gap (alpha / beta) = 5.5 / 5.5 eV
Lowest unoccupied orbital energy (alpha / beta) = -0.8 / -0.8 eV
2S+1 = 1
ΔE to the lowest compared entry with this formula, charge and spin = 111.7 kcal per mole
Total energy = -37005.9971 eV

Each line ends with the natural charge from an NBO analysis.
Geometry (Å):
C1 2.48 0.82 -3.40  -0.60
C2 -1.31 1.12 3.14  -1.17
C3 -2.92 -1.80 2.25  -1.06
C4 2.44 0.08 -2.10  -0.42
C5 1.11 0.20 -1.40  -0.53
O1 -2.14 0.39 0.31  -1.14
Si1 -2.03 -0.06 1.86  2.00
S1 1.36 -0.38 0.34  -0.02
S2 0.34 -2.07 0.32  -0.62
H1 2.38 1.95 -3.18  0.20
H2 3.57 0.73 -3.84  0.20
H3 1.81 0.51 -4.12  0.20
H4 -1.48 0.63 3.98  0.24
H5 -0.33 1.39 2.73  0.30
H6 -1.87 2.11 3.18  0.28
H7 -2.67 -2.27 1.34  0.27
H8 -2.20 -2.09 3.11  0.25
H9 -3.90 -1.62 2.56  0.24
H10 3.24 0.39 -1.28  0.21
H11 2.54 -0.93 -2.32  0.21
H12 0.74 1.26 -1.28  0.20
H13 0.29 -0.31 -1.93  0.21
H14 -1.47 -0.04 -0.27  0.56

=====

No. 5
2 unconnected molecules or ions with the total composition C5H14S in a non-equilibrium geometry. Source: the Open Molecules 2025 dataset; level of theory: wB97M-V/def2-TZVPD.

Values from the calculation:
Net charge = -1
HOMO (alpha / beta) = 1.14 / -4.88 eV
HOMO-LUMO gap (alpha / beta) = 2.1 / 8.4 eV
Lowest unoccupied orbital energy (alpha / beta) = 3.2 / 3.5 eV
2S+1 = 2
ΔE to the lowest compared entry with this formula, charge and spin = 50.0 kcal per mole
Total energy = -16243.7681 eV

Each line ends with the Löwdin spin population.
Geometry (Å):
C1 -1.13 0.13 0.53  0.08
C2 -1.52 -0.10 2.00  0.12
C3 0.57 -2.36 0.29  0.18
S1 -0.42 -1.11 -0.52  0.31
H1 -2.16 0.23 0.14  0.02
H2 -0.74 1.16 0.51  0.01
H3 -1.03 -1.04 2.55  0.02
H4 -2.40 -0.71 1.90  0.03
H5 0.22 -2.31 1.39  0.02
H6 0.35 -3.19 -0.25  0.05
H7 1.66 -2.35 0.24  0.03
H8 -1.71 0.81 2.62  0.02
C4 0.79 2.50 -1.40  0.03
C5 2.01 1.86 -0.56  0.05
H9 1.00 2.77 -2.44  0.00
H10 0.03 1.68 -1.33  0.00
H11 0.55 3.47 -0.81  0.00
H12 1.97 0.85 -1.03  0.01
H13 2.97 2.33 -0.77  0.00
H14 1.71 1.88 0.41  0.01

=====

No. 6
2 unconnected molecules or ions with the total composition C5H14S in a non-equilibrium geometry. Source: the Open Molecules 2025 dataset; level of theory: wB97M-V/def2-TZVPD.

Values from the calculation:
Net charge = 0
HOMO = -8.48 eV
HOMO-LUMO gap = 9.5 eV
Lowest unoccupied orbital energy = 1.0 eV
2S+1 = 1
SMILES = CCC.CSC
ΔE to the lowest compared entry with this formula, charge and spin = 46.2 kcal per mole
Total energy = -16245.2990 eV

Each line ends with the natural charge from an NBO analysis.
Geometry (Å):
C1 1.99 2.01 1.21  -0.41
C2 1.92 2.62 2.61  -0.61
C3 2.08 0.51 1.19  -0.64
H1 0.98 2.15 0.74  0.19
H2 2.70 2.53 0.49  0.20
H3 2.11 3.70 2.72  0.22
H4 1.64 0.00 1.98  0.21
H5 1.92 -0.14 0.34  0.23
H6 3.07 0.18 1.22  0.21
H7 0.96 2.59 2.91  0.20
H8 2.44 1.98 3.42  0.20
C4 -1.75 0.11 -0.61  -0.68
C5 -1.59 -2.05 -2.63  -0.71
S1 -1.34 -1.69 -0.85  0.12
H9 -2.70 0.11 -0.21  0.21
H10 -1.00 0.48 0.01  0.22
H11 -1.82 0.58 -1.51  0.21
H12 -2.54 -2.09 -2.80  0.19
H13 -1.14 -2.93 -3.00  0.23
H14 -1.18 -1.26 -3.30  0.21

=====

No. 7
A molecular structure, C5H15ClHgO6P in a non-equilibrium geometry. Source: the Open Molecules 2025 dataset; level of theory: wB97M-V/def2-TZVPD.

Values from the calculation:
Net charge = 0
HOMO (alpha / beta) = -9.69 / -9.70 eV
HOMO-LUMO gap (alpha / beta) = 9.6 / 5.9 eV
Lowest unoccupied orbital energy (alpha / beta) = -0.1 / -3.8 eV
2S+1 = 2
Total energy = -43699.3085 eV

Each line ends with the Löwdin spin population.
Geometry (Å):
Hg1 1.79 3.92 -2.80  0.62
Cl1 1.96 1.40 -2.03  0.34
C1 -1.64 0.55 -1.31  0.00
O1 -2.49 0.41 -0.28  0.00
P1 -2.20 1.52 0.90  0.00
O2 -1.97 2.92 0.47  0.00
O3 -1.03 0.86 1.84  0.00
C2 0.23 1.40 1.81  0.00
O4 -3.58 1.30 1.78  0.00
C3 -4.03 0.03 2.10  0.00
H1 -1.68 -0.32 -1.97  0.00
H2 -0.63 0.56 -0.90  0.00
H3 -1.96 1.44 -1.85  0.00
H4 0.58 1.50 2.84  0.00
H5 0.26 2.38 1.34  0.00
H6 0.78 0.64 1.24  0.00
H7 -3.52 -0.84 1.69  0.00
H8 -5.10 0.10 1.94  0.00
H9 -3.79 0.02 3.17  0.00
C4 3.40 -2.42 -1.37  0.00
C5 2.48 -2.36 -0.23  0.00
O5 1.37 -1.62 -0.60  0.01
O6 3.80 -1.15 -1.88  0.01
H10 2.84 -2.79 -2.23  0.00
H11 4.30 -2.98 -1.10  0.00
H12 3.01 -1.79 0.52  0.00
H13 2.15 -3.31 0.20  0.00
H14 1.51 -0.78 -1.05  0.01
H15 3.13 -0.57 -2.23  0.01

=====

No. 8
A molecular structure, C5H15ClMnO6P in a non-equilibrium geometry. Source: the Open Molecules 2025 dataset; level of theory: wB97M-V/def2-TZVPD.

Values from the calculation:
Net charge = +1
HOMO (alpha / beta) = -11.95 / -11.95 eV
HOMO-LUMO gap (alpha / beta) = 5.8 / 5.7 eV
Lowest unoccupied orbital energy (alpha / beta) = -6.2 / -6.3 eV
2S+1 = 6
ΔE to the lowest compared entry with this formula, charge and spin = 0.0 kcal per mole
Total energy = -70840.5678 eV

Each line ends with the Löwdin spin population.
Geometry (Å):
Mn1 10.32 29.57 18.98  4.83
Cl1 10.67 31.93 19.36  0.09
C1 9.19 31.53 22.67  0.00
O1 9.17 30.08 22.80  0.00
P1 8.35 29.24 21.79  0.01
O2 8.81 29.40 20.37  0.06
O3 6.85 29.65 21.99  0.00
C2 5.87 28.93 21.19  0.00
O4 8.47 27.77 22.29  0.00
C3 7.88 27.40 23.57  0.00
H1 10.18 31.81 22.33  0.00
H2 9.12 31.98 23.66  0.00
H3 8.44 31.94 22.00  0.00
H4 6.07 29.13 20.14  0.00
H5 4.89 29.32 21.43  0.00
H6 5.89 27.86 21.40  0.00
H7 8.32 26.43 23.75  0.00
H8 6.81 27.26 23.46  0.00
H9 8.09 28.10 24.38  0.00
C4 10.78 35.67 20.39  0.00
C5 12.12 35.21 20.95  0.00
O5 12.94 34.58 19.97  0.00
O6 9.75 34.68 20.49  0.00
H10 10.96 35.99 19.36  0.00
H11 10.41 36.56 20.90  0.00
H12 12.06 34.67 21.90  0.00
H13 12.60 36.17 21.20  0.00
H14 12.50 33.74 19.79  0.00
H15 10.09 33.86 20.11  0.00

=====

No. 9
2 unconnected molecules or ions with the total composition C5H15ClNSi in a non-equilibrium geometry. Source: the Open Molecules 2025 dataset; level of theory: wB97M-V/def2-TZVPD.

Values from the calculation:
Net charge = +1
HOMO = -11.69 eV
HOMO-LUMO gap = 8.9 eV
Lowest unoccupied orbital energy = -2.8 eV
2S+1 = 1
ΔE to the lowest compared entry with this formula, charge and spin = 51.0 kcal per mole
Total energy = -27310.7067 eV

Each line ends with the natural charge from an NBO analysis.
Geometry (Å):
C1 0.70 0.80 2.52  -0.42
C2 1.04 1.50 0.14  -0.42
C3 -1.77 0.48 -2.74  -1.15
C4 -2.77 -2.81 -2.18  -1.08
C5 2.39 -0.32 1.07  -0.41
N1 1.17 0.42 1.13  -0.40
Si1 -2.04 -1.09 -1.99  1.45
Cl1 -1.28 -1.24 0.00  -0.44
H1 1.03 -0.03 3.13  0.22
H2 1.28 1.62 2.95  0.24
H3 -0.41 0.86 2.59  0.25
H4 0.16 2.08 0.40  0.24
H5 1.87 2.12 -0.01  0.24
H6 0.76 1.00 -0.83  0.23
H7 -1.98 0.52 -3.80  0.25
H8 3.26 0.35 1.08  0.23
H9 -0.96 1.18 -2.35  0.24
H10 -3.70 -2.98 -1.64  0.28
H11 -3.13 -3.07 -3.12  0.27
H12 -1.98 -3.30 -1.79  0.25
H13 2.55 -0.87 1.91  0.23
H14 2.41 -0.87 0.18  0.23
H15 0.39 -0.27 0.73  0.48

=====

No. 10
2 unconnected molecules or ions with the total composition C5H15N. Source: the Open Molecules 2025 dataset; level of theory: wB97M-V/def2-TZVPD.

Values from the calculation:
Net charge = 0
HOMO = -9.33 eV
HOMO-LUMO gap = 10.4 eV
Lowest unoccupied orbital energy = 1.1 eV
2S+1 = 1
SMILES = CCCC.CN
ΔE to the lowest compared entry with this formula, charge and spin = 2.6 kcal per mole
Total energy = -6918.1695 eV

Each line ends with the natural charge from an NBO analysis.
Geometry (Å):
C1 -0.04 2.33 -1.82  -0.60
C2 2.91 1.81 0.69  -0.60
C3 1.35 1.96 -1.32  -0.39
C4 1.51 2.18 0.19  -0.39
H1 -0.13 2.16 -2.90  0.21
H2 -0.25 3.39 -1.61  0.20
H3 -0.80 1.71 -1.31  0.20
H4 3.67 2.43 0.18  0.20
H5 3.12 0.75 0.48  0.20
H6 2.99 1.98 1.77  0.21
H7 1.56 0.90 -1.55  0.19
H8 2.11 2.57 -1.85  0.19
H9 1.31 3.24 0.42  0.19
H10 0.76 1.56 0.72  0.19
N1 -3.43 -3.55 1.54  -0.83
C5 -2.42 -4.32 0.80  -0.41
H11 -4.37 -3.81 1.22  0.35
H12 -3.40 -3.79 2.54  0.35
H13 -2.49 -4.05 -0.26  0.19
H14 -2.53 -5.41 0.90  0.16
H15 -1.43 -4.03 1.17  0.19